Arrangement A

Below is a cluster of 5 separate species, C20H55N5O5 in total, with properties calculated with ωB97M-V/def2-TZVPD.

```
! wB97M-V def2-TZVPD RIJCOSX def2/J DEFGRID3
* xyz 0 1
O 3.537 -10.735 7.823
O -0.583 -3.914 5.384
O -1.142 -7.662 8.554
O -4.985 -8.052 15.197
O 3.939 -6.188 3.123
N -6.486 -7.247 12.748
N 4.273 -8.052 8.610
N 1.399 -6.855 7.155
N 3.128 -8.912 5.436
N -0.408 -3.714 2.487
C -0.447 -3.226 6.597
C 5.846 -9.043 10.218
C 2.614 -11.795 7.878
C -5.143 -7.799 12.710
C 4.899 -5.354 3.729
C 0.019 -6.936 6.570
C 5.034 -9.274 8.961
C -0.205 -8.314 5.993
C -1.051 -6.622 7.605
C -2.300 -7.551 9.327
C 4.090 -8.031 4.777
C 4.056 -10.415 9.107
C -1.657 -4.022 3.246
C 4.928 -8.844 3.811
C -1.658 -3.396 4.619
C -3.803 -7.437 15.682
C -1.809 -5.532 3.330
C -4.941 -8.685 13.931
C 3.246 -6.996 4.045
C -4.096 -6.701 12.472
H 6.303 -8.054 10.208
H 5.664 -9.453 4.344
H -1.921 -6.020 2.366
H -1.995 -6.504 7.052
H 5.206 -9.108 11.101
H -1.610 -2.301 4.557
H 2.475 -7.525 3.480
H 3.296 -10.120 9.834
H 5.257 -4.679 2.950
H 5.709 -9.450 8.111
H 0.093 -2.975 2.973
H 3.112 -12.701 8.240
H -3.203 -7.874 8.781
H -2.692 -5.735 3.947
H -5.034 -8.454 11.834
H -0.272 -2.155 6.445
H -3.073 -7.055 12.308
H 5.757 -5.928 4.091
H -5.782 -9.377 13.970
H 1.384 -5.982 7.681
H 1.449 -7.552 7.900
H -0.805 -5.682 8.116
H -0.237 -9.084 6.767
H -1.189 -8.389 5.512
H 4.639 -11.302 9.395
H 1.733 -11.537 8.476
H -0.030 -6.168 5.802
H -3.998 -9.240 13.832
H -6.577 -6.408 12.189
H 4.895 -7.267 8.464
H 6.640 -9.785 10.302
H 0.506 -8.621 5.227
H -2.290 -8.252 10.162
H 4.745 -7.530 5.507
H 0.454 -3.580 7.105
H 5.507 -8.227 3.121
H -2.463 -6.525 9.672
H -2.596 -3.649 5.139
H -3.121 -7.166 14.881
H -4.027 -6.050 13.345
H -4.339 -6.059 11.624
H -2.465 -3.628 2.627
H 3.537 -9.567 6.095
H 0.217 -4.509 2.596
H -0.968 -5.985 3.854
H -3.306 -8.136 16.362
H -6.713 -6.954 13.694
H 4.283 -9.503 3.230
H 2.458 -8.368 5.976
H 3.758 -8.183 7.747
H 2.727 -6.364 4.782
H -1.305 -3.402 7.256
H 2.242 -11.984 6.871
H 4.446 -4.741 4.518
H -4.073 -6.531 16.222
*
```

SMILES: COC[C@H](C)N.COC[C@H](C)N.COC[C@H](C)N.COC[C@H](C)N.COC[C@H](C)N
Gap between HOMO and LUMO, Eh: 0.3377
HOMO level, hartree: -0.3185



Arrangement B

Below is a cluster of 5 separate species, C20H55N5O5 in total, with properties calculated with ωB97M-V/def2-TZVPD.

```
! wB97M-V def2-TZVPD RIJCOSX def2/J DEFGRID3
* xyz 0 1
O 20.724 11.461 -11.050
O 9.994 -8.716 -7.076
O 12.465 3.352 -11.486
O 13.262 7.673 -17.934
O 6.591 4.940 -5.937
N 23.884 12.464 -9.153
N 11.169 0.805 -10.827
N 3.586 4.658 -3.830
N 10.017 8.656 -16.377
N 8.796 -5.491 -8.526
C 11.383 8.850 -16.867
C 9.303 -9.807 -6.505
C 4.376 4.774 -5.061
C 12.184 9.327 -15.638
C 3.677 5.561 -6.200
C 11.966 7.532 -17.362
C 13.814 6.475 -18.441
C 21.836 11.413 -10.057
C 12.445 0.880 -11.436
C 7.876 5.539 -5.839
C 9.011 -7.740 -7.524
C 10.632 -5.729 -7.053
C 19.829 10.343 -10.947
C 22.886 12.546 -10.227
C 12.652 -0.372 -12.332
C 23.581 12.444 -11.599
C 12.470 2.166 -12.327
C 13.687 3.542 -10.760
C 9.742 -6.512 -8.067
C 5.765 5.348 -4.815
H 12.141 10.405 -15.478
H 8.585 -9.470 -5.756
H 13.105 -1.203 -11.791
H 24.246 13.297 -11.734
H 11.976 8.990 -14.622
H 8.523 5.052 -5.109
H 2.591 5.619 -6.138
H 8.803 -10.393 -7.276
H 10.084 -5.330 -6.199
H 2.616 4.430 -3.995
H 10.457 1.056 -11.498
H 8.151 -5.146 -7.830
H 19.914 9.730 -10.049
H 3.947 6.615 -6.273
H 8.450 -8.089 -8.391
H 11.405 9.548 -17.705
H 11.787 -0.672 -12.923
H 10.404 -6.961 -8.807
H 21.434 11.397 -9.044
H 4.391 3.752 -5.439
H 14.901 6.510 -18.511
H 22.884 12.524 -12.433
H 13.947 2.717 -10.098
H 23.574 12.661 -8.212
H 11.239 -4.955 -7.522
H 5.739 6.437 -4.827
H 14.569 3.644 -11.392
H 9.351 8.321 -17.058
H 13.455 6.511 -19.469
H 7.950 6.599 -5.598
H 11.183 1.582 -10.181
H 11.278 7.168 -18.125
H 3.958 3.791 -3.470
H 18.826 10.761 -10.863
H 13.517 5.594 -17.873
H 13.280 -0.182 -13.203
H 8.484 5.577 -6.743
H 24.208 11.511 -9.068
H 24.126 11.500 -11.576
H 11.616 2.244 -13.000
H 19.698 9.681 -11.804
H 22.308 13.471 -10.210
H 9.860 -10.520 -5.896
H 13.349 2.092 -12.967
H 9.319 -4.631 -8.607
H 6.273 4.967 -3.929
H 13.611 4.279 -9.961
H 9.928 7.999 -15.615
H 12.014 6.760 -16.593
H 22.343 10.460 -10.210
H 13.256 9.176 -15.768
H 8.298 -7.491 -6.738
H 13.267 0.883 -10.721
H 3.926 5.162 -7.184
H 11.346 -6.454 -6.664
*
```

SMILES: COC[C@H](C)N.COC[C@H](C)N.COC[C@H](C)N.COC[C@H](C)N.COC[C@H](C)N
Gap between HOMO and LUMO, Eh: 0.3568
HOMO level, hartree: -0.3349



The energy of each structure relative to the most stable one, in kcal/mol, is as follows: arrangement A 0.0; arrangement B 73.1.